Entry from the OMol25 dataset: a molecular structure, C38H41N8O3RuS at a distorted geometry (ωB97M-V with the def2-TZVPD basis set).

ORCA input file:
```
! RIJCOSX wB97M-V def2-TZVPD def2/J DEFGRID3
* xyz 0 2
Ru 0.0814 0.2192 0.2570
C -2.0839 0.4820 3.9294
C -2.2220 1.8059 3.1679
C -2.2852 1.7033 1.6334
N -1.0235 1.7914 0.8930
C -0.5341 2.9776 0.5870
C -1.0662 4.1906 1.1215
C -0.6983 5.4965 0.9269
C 0.3238 6.0567 0.1490
C 1.1914 5.3684 -0.6619
C 1.2634 3.9998 -0.9268
C 0.5346 2.9246 -0.4341
N 0.7092 1.6815 -0.9341
C 0.5282 1.5269 -2.3756
C -0.9791 1.5600 -2.6583
C -1.7309 0.2863 -2.2908
N -1.5920 -0.1381 -0.8989
C -2.3454 -1.1393 -0.4894
C -3.1737 -1.8750 -1.3760
C -4.2421 -2.7204 -1.1454
C -4.8485 -3.0900 0.0438
C -4.3711 -2.7619 1.3047
C -3.2152 -2.1166 1.6977
C -2.1859 -1.4782 0.9528
N -1.0464 -1.0709 1.4696
C -0.6581 -1.4013 2.8322
C -0.7166 -0.2040 3.7765
H -2.8949 -0.1808 3.6209
H -2.2550 0.6950 4.9872
H -1.4141 2.4786 3.4713
H -3.1515 2.2870 3.4861
H -2.9529 2.4786 1.2487
H -2.7538 0.7628 1.3618
H -1.8974 4.0608 1.7992
H -1.2937 6.2155 1.4803
H 0.4214 7.1339 0.1853
H 1.9255 5.9667 -1.1907
H 2.0326 3.7068 -1.6319
H 0.9646 0.5774 -2.6842
H 1.0286 2.3284 -2.9260
H -1.1523 1.7338 -3.7241
H -1.4072 2.4150 -2.1245
H -1.3976 -0.5089 -2.9539
H -2.7974 0.4467 -2.4913
H -2.9543 -1.7063 -2.4207
H -4.6946 -3.1231 -2.0472
H -5.7528 -3.6812 -0.0111
H -4.9818 -3.1087 2.1334
H -3.0785 -2.0877 2.7681
H 0.3787 -1.7541 2.7955
H -1.2552 -2.2311 3.2160
H -0.0060 0.5318 3.4149
H -0.3388 -0.5362 4.7468
O 2.8838 -2.5391 -1.8143
S 2.3167 -2.7045 -0.4863
O 3.1473 -3.4479 0.4375
N 1.8961 -1.2550 0.1615
C 3.0621 -0.6303 0.6289
C 4.3695 -0.9618 0.3025
C 5.4713 -0.4370 0.9972
C 5.3158 0.4778 1.9952
C 4.0201 0.9766 2.2424
C 3.8002 2.0391 3.1389
C 2.5523 2.5713 3.2555
C 1.5221 2.0294 2.4750
N 1.6685 1.0136 1.6509
C 2.9069 0.4591 1.5340
C 0.9027 -3.7689 -0.6552
C 1.0340 -4.7531 -1.6291
C 0.0514 -5.7225 -1.7523
C -1.0585 -5.7073 -0.9165
C -1.1633 -4.7365 0.0683
C -0.1663 -3.7808 0.2138
H 4.5708 -1.6714 -0.4818
H 6.4587 -0.7896 0.7275
H 6.1538 0.8607 2.5628
H 4.6353 2.4254 3.7112
H 2.3372 3.4025 3.9120
H 0.5399 2.4598 2.5558
H 1.8992 -4.7506 -2.2783
H 0.1541 -6.4946 -2.5052
H -1.8311 -6.4583 -1.0231
H -2.0202 -4.7199 0.7306
H -0.2214 -3.0388 0.9883
N -0.8152 -3.0369 -3.9185
C 0.2725 -2.3200 -3.4791
N 1.3572 -2.2696 -4.3138
O 0.2476 -1.7089 -2.4222
H -0.6856 -3.7520 -4.6132
H -1.4762 -3.2486 -3.1865
H 1.4477 -2.9716 -5.0289
H 2.2037 -2.0664 -3.7959
*
```

Calculated values
Energy relative to the best compared isomer or geometry (same formula, charge and spin) in kJ/mol: 29.2
Lowest unoccupied orbital energy (alpha / beta) in hartree: -0.0062 / -0.0281
Calculated total energy in Ha: -2629.47635
Frontier orbital gap (alpha / beta) in eV: 6.53 / 5.91
E_HOMO (alpha / beta) in eV: -6.701 / -6.673
Strongest force on any atom in eV/Å: 1.90